# 1
C23H41BrGeNO5PdSi as an isolated structure. Source: the Open Molecules 2025 dataset; level of theory: the ωB97M-V functional and the def2-TZVPD basis.

The frontier orbital gap is 6.81 eV. The total energy is -174154.335 eV. For the molar mass, the calculation gives 698.6 g mol⁻¹. The value obtained for the LUMO energy is -5.486 eV. For the HOMO energy, the calculation gives -12.29 eV. The calculation puts the energy above the lowest of the compared OMol25 structures with the same formula, charge and spin at 37.1 kcal per mole.

Structure (ORCA input):
```
! RIJCOSX wB97M-V def2-TZVPD def2/J DEFGRID3
* xyz 1 1
Pd 1.75 1.86 -0.06
O 7.55 0.89 0.27
C 6.24 1.10 0.25
C 5.40 0.76 1.33
C 4.06 1.02 1.21
N 3.62 1.58 0.09
C 4.36 1.90 -0.97
C 5.71 1.67 -0.92
C 3.54 2.45 -2.13
O 4.06 2.82 -3.14
O 2.23 2.46 -1.89
C 2.95 0.74 2.21
O 3.15 0.10 3.20
O 1.78 1.27 1.85
H 7.84 0.49 1.10
H 5.77 0.29 2.23
H 6.35 1.92 -1.76
C -0.75 3.75 -1.37
Ge -0.11 4.12 0.44
C -0.99 3.05 1.82
C -0.20 6.02 0.85
C 1.88 3.78 0.55
H -1.82 3.56 -1.31
H -0.27 2.91 -1.86
H -0.59 4.64 -1.98
H -1.78 2.45 1.37
H -1.45 3.72 2.55
H -0.30 2.39 2.34
H -1.24 6.32 0.77
H 0.39 6.61 0.15
H 0.14 6.22 1.87
H 2.30 3.77 1.56
H 2.50 4.31 -0.16
C -2.77 -0.34 -2.38
C -3.00 -1.01 -1.02
C -3.55 0.08 -0.08
C -4.12 -2.07 -1.18
Si -1.45 -1.90 -0.32
Br 0.35 -0.36 -0.81
C -0.89 -3.42 -1.35
C 0.57 -3.83 -1.14
C -1.76 -4.61 -0.87
C -1.10 -3.21 -2.85
C -1.34 -2.06 1.57
C -1.28 -0.69 2.26
C -2.60 -2.81 2.05
C -0.12 -2.86 2.02
H -3.70 0.13 -2.69
H -2.48 -1.05 -3.15
H -2.00 0.43 -2.33
H -4.47 0.47 -0.52
H -2.86 0.91 0.02
H -3.79 -0.28 0.92
H -5.01 -1.58 -1.57
H -4.39 -2.53 -0.22
H -3.86 -2.86 -1.88
H 0.80 -4.11 -0.12
H 1.27 -3.06 -1.45
H 0.76 -4.71 -1.77
H -1.60 -4.83 0.19
H -1.47 -5.51 -1.43
H -2.83 -4.47 -1.04
H -0.49 -2.39 -3.23
H -2.13 -3.02 -3.12
H -0.78 -4.12 -3.37
H -2.12 -0.05 2.00
H -0.35 -0.16 2.04
H -1.31 -0.85 3.34
H -3.52 -2.26 1.85
H -2.54 -2.95 3.13
H -2.69 -3.80 1.60
H 0.82 -2.41 1.69
H -0.15 -3.89 1.67
H -0.11 -2.89 3.11
*
```

---

# 2
C23H41BrO4PS3SiW as an isolated structure. Source: the Open Molecules 2025 dataset; level of theory: the ωB97M-V functional and the def2-TZVPD basis.

The frontier orbital gap (spin up / spin down) is 7.05 / 5.19 eV. The total energy is -154234.657 eV. For the molar mass, the calculation gives 800.6 g mol⁻¹. The value obtained for the LUMO energy (spin up / spin down) is -7.367 / -9.110 eV. For the HOMO energy (spin up / spin down), the calculation gives -14.42 / -14.30 eV. The calculation puts the energy above the lowest of the compared OMol25 structures with the same formula, charge and spin at 56.5 kcal per mole.

Structure (ORCA input):
```
! RIJCOSX wB97M-V def2-TZVPD def2/J DEFGRID3
* xyz 2 2
W 0.56 -0.20 0.47
O -2.86 -0.77 1.13
C -2.21 -0.73 0.15
O -0.91 -1.26 0.10
C -2.58 -0.20 -1.19
C -3.92 -0.18 -1.52
C -4.33 0.26 -2.78
C -3.41 0.68 -3.72
C -2.06 0.70 -3.40
C -1.62 0.26 -2.13
S 0.06 0.45 -1.88
H -4.64 -0.51 -0.78
H -5.39 0.26 -3.02
H -3.73 1.02 -4.70
H -1.34 1.06 -4.11
C 0.07 -4.58 4.40
C 1.13 -3.51 4.33
O 0.48 -2.23 3.96
P 0.75 -1.32 2.74
S -0.25 1.64 1.23
S 1.81 -2.22 1.20
O 1.68 -0.06 3.08
C 2.96 -0.09 3.79
C 2.75 0.11 5.27
H 0.53 -5.50 4.78
H -0.35 -4.79 3.41
H -0.73 -4.30 5.08
H 1.89 -3.73 3.58
H 1.60 -3.32 5.29
H 3.54 0.73 3.35
H 3.47 -1.03 3.55
H 2.34 1.09 5.47
H 3.71 0.02 5.78
H 2.08 -0.64 5.68
C 7.45 -1.04 -0.65
C 5.90 -1.03 -0.54
C 5.33 -2.16 -1.41
C 5.50 -1.33 0.92
Si 5.39 0.69 -1.14
Br 2.79 0.74 -0.18
C 6.00 2.22 -0.19
C 5.03 3.41 -0.19
C 7.29 2.62 -0.94
C 6.36 1.93 1.27
C 4.95 0.90 -2.97
C 6.27 0.56 -3.73
C 4.54 2.33 -3.33
C 3.85 -0.05 -3.48
H 7.79 -2.05 -0.39
H 7.93 -0.35 0.04
H 7.81 -0.83 -1.66
H 5.67 -3.11 -0.99
H 5.68 -2.11 -2.44
H 4.24 -2.17 -1.40
H 5.95 -2.29 1.19
H 4.42 -1.44 1.02
H 5.85 -0.59 1.63
H 4.78 3.77 -1.19
H 5.52 4.23 0.33
H 4.11 3.19 0.34
H 7.10 2.96 -1.96
H 8.04 1.82 -0.98
H 7.74 3.46 -0.41
H 5.49 1.64 1.86
H 6.76 2.85 1.71
H 7.13 1.17 1.39
H 7.09 1.24 -3.48
H 6.07 0.67 -4.80
H 6.60 -0.46 -3.56
H 5.31 3.07 -3.12
H 3.62 2.63 -2.82
H 4.34 2.37 -4.40
H 4.12 -1.10 -3.42
H 3.68 0.18 -4.54
H 2.91 0.11 -2.96
*
```

---

# 3
C23H41Cl3N3O3SiTi as an isolated structure. Source: the Open Molecules 2025 dataset; level of theory: the ωB97M-V functional and the def2-TZVPD basis.

The frontier orbital gap (spin up / spin down) is 5.76 / 7.47 eV. The total energy is -103693.072 eV. For the molar mass, the calculation gives 589.9 g mol⁻¹. The value obtained for the LUMO energy (spin up / spin down) is -0.123 / -0.125 eV. For the HOMO energy (spin up / spin down), the calculation gives -5.88 / -7.60 eV. The calculation puts the energy above the lowest of the compared OMol25 structures with the same formula, charge and spin at 71.0 kcal per mole.

Structure (ORCA input):
```
! RIJCOSX wB97M-V def2-TZVPD def2/J DEFGRID3
* xyz 0 2
C -0.15 -0.46 3.81
C -1.54 -0.40 3.25
H 0.20 0.56 4.06
H 0.62 -0.94 3.21
H -0.23 -1.09 4.71
C -2.55 0.10 4.00
C -2.38 0.67 5.36
H -3.59 -0.06 3.67
H -1.54 1.38 5.38
H -2.19 -0.14 6.09
H -3.25 1.22 5.72
Ti 0.77 -1.77 0.23
Cl 1.99 -2.43 2.04
Cl -0.57 -3.60 -0.11
C 0.28 -1.80 -2.65
O 0.44 -0.99 -1.67
N 0.16 -1.36 -3.90
C 0.43 0.05 -4.23
C -0.38 -2.26 -4.90
H 0.27 -2.87 -2.44
H 1.48 0.31 -4.05
H -0.21 0.74 -3.66
H 0.22 0.13 -5.30
H 0.18 -3.18 -4.93
H -0.35 -1.75 -5.86
H -1.41 -2.50 -4.67
H 5.89 0.81 1.34
H 2.58 1.97 2.49
C 5.33 1.60 0.82
C 3.11 2.42 1.64
N 3.88 1.40 0.92
H 5.65 1.60 -0.23
C 3.30 0.28 0.52
O 2.05 0.13 0.35
H 2.37 2.89 0.99
H 3.97 -0.56 0.29
H 5.59 2.56 1.27
H 3.81 3.16 2.02
O -0.57 -1.17 1.13
C -1.83 -1.06 1.92
C -3.76 0.74 1.56
C -3.12 -0.50 1.24
H -3.22 1.47 2.18
C -5.08 1.04 1.17
H -2.14 -2.12 2.11
C -3.86 -1.38 0.45
H -5.60 1.94 1.47
C -5.80 0.10 0.44
C -5.19 -1.10 0.07
H -3.36 -2.30 0.19
H -6.87 0.29 0.25
H -5.78 -1.88 -0.42
Si -1.46 2.61 -0.18
Cl -0.94 2.69 1.81
C -3.07 3.52 -0.20
C -2.00 0.93 -1.05
C 0.29 2.61 -0.87
H -3.73 2.94 -0.87
H -2.68 4.44 -0.62
H -3.52 3.64 0.80
H 0.94 3.31 -0.31
H 0.16 2.92 -1.93
H 0.71 1.57 -0.80
H -3.02 0.57 -0.80
H -1.37 0.00 -1.06
H -2.07 1.23 -2.16
C 5.72 -3.07 -2.48
C 4.60 -2.02 -2.58
C 3.48 -2.20 -1.69
N 2.59 -2.40 -0.98
H 6.12 -3.26 -1.48
H 6.58 -2.77 -3.11
H 5.41 -4.07 -2.80
H 5.01 -1.02 -2.40
H 4.20 -2.06 -3.60
*
```

---

> Number 1 is which compound?

C23H41BrGeNO5PdSi